(1)
ORCA calculation (wB97M-V/def2-TZVPD) on the ion C5H4N3O5 with charge -1 in a non-equilibrium geometry.

SMILES: [H]/N=C1/C(=O)NC(=O)N[C@]1(O)C(=O)[O-]
E_HOMO in Ha: -0.1705
Net charge: -1

Last column: Mulliken charge in e.
Atoms and positions in Å:
O: 0.19848 -2.03745 0.90934  -0.74
O: 0.90998 -0.36261 2.60161  -0.81
O: -2.81735 1.03770 -0.67706  -0.70
O: 1.46357 1.82241 -1.79085  -0.63
O: 0.19989 1.48532 1.52420  -0.64
N: 1.88628 -1.04752 -1.13035  -0.86
N: -1.27180 -0.50938 0.17205  -0.12
N: -0.64415 1.28171 -1.25992  -0.04
C: 0.51606 0.32367 1.63882  0.80
C: 0.68803 1.05471 -1.24243  0.41
C: 0.95437 -0.34612 -0.66485  0.23
C: -1.64288 0.65435 -0.54535  0.30
C: 0.07560 -0.79593 0.41278  0.77
H: 0.38590 -1.76695 1.82234  0.34
H: 2.10224 -1.87239 -0.62339  0.26
H: -1.02603 2.21349 -1.49260  0.24
H: -1.97819 -1.13502 0.34566  0.22

Atoms 1-3, force components in eV/Å:
O 0.3 -1.1 -0.7
O 0.5 0.1 0.5
O 1.7 -0.5 0.4

=====

(2)
ORCA calculation (wB97M-V/def2-TZVPD) on a cluster of 2 separate species, CH6O in total.

SMILES: C.O
E_HOMO in Ha: -0.4271
Net charge: 0

Last column: Mulliken charge in e.
Atoms and positions in Å:
O: -0.11470 1.95682 -4.27429  -0.64
C: -0.16518 -1.20879 2.61970  -0.90
H: 0.66008 1.45828 -3.97155  0.32
H: 0.18170 -2.12865 3.09587  0.22
H: -0.34594 -1.45120 1.58262  0.23
H: 0.24535 2.64041 -4.84935  0.32
H: -1.06315 -0.82309 3.07894  0.22
H: 0.60185 -0.44379 2.71806  0.22

Atoms 1-3, force components in eV/Å:
O 0.4 -0.2 0.1
C 0.4 -0.2 0.1
H -0.3 0.2 -0.1

=====

(3)
ORCA calculation (wB97M-V/def2-TZVPD) on a structure of composition C23H54N3O12V3 in a non-equilibrium geometry.

E_HOMO in Ha: -0.4355
Net charge: +2

Last column: Mulliken charge in e.
Atoms and positions in Å:
V: -1.15157 -1.55732 -5.30434  1.45
V: -2.62949 2.95403 -6.62568  1.79
V: 2.20777 -2.18017 -3.73679  0.91
O: -1.54354 2.60263 -7.69300  -0.41
O: 1.66427 5.68234 2.31813  -0.42
O: 0.62991 -6.81433 -1.45973  -0.35
O: -0.00529 -0.96383 -3.40477  -0.21
O: -2.21999 4.38630 1.42881  -0.33
O: 2.77358 -0.84295 -4.37814  -0.53
O: -1.92099 2.61954 -5.18674  -0.46
O: -2.29143 -0.38967 -5.36081  -0.53
O: -1.85764 -2.81943 -4.58580  -0.48
O: -1.58329 0.26428 1.19960  -0.30
O: 3.05709 -1.59892 -1.75235  0.11
O: 3.31817 -3.32540 -3.85884  -0.47
N: -0.63540 -0.64451 1.74492  1.49
N: -0.96010 6.99795 1.76547  -0.29
N: 0.97041 -3.45246 -2.23148  0.35
C: 2.55871 -2.31792 -0.61996  -0.50
C: -2.81622 3.15718 1.04120  -0.29
C: 1.86971 4.60527 1.42713  -0.49
C: -0.66226 1.20792 -2.40349  -0.40
C: 1.07754 -1.07968 3.40982  -1.60
C: -2.20406 6.76364 1.05885  -0.98
C: -0.81143 0.49948 3.95879  -1.74
C: -2.31367 5.38864 0.42719  -0.30
C: -0.17615 -2.99902 2.39895  -0.52
C: -1.54064 -2.47685 0.37274  -1.24
C: -1.16432 -2.00725 1.78226  0.80
C: 0.98016 1.13393 2.36628  -2.25
C: 1.95915 -3.62698 -1.16564  -0.64
C: -0.19043 -5.68513 -1.63106  -0.42
C: 0.18506 7.06446 0.87042  -0.35
C: -2.49871 -2.13191 2.56560  -1.73
C: 0.65901 -2.56608 3.62220  -1.10
C: 0.46290 -4.78662 -2.67878  -1.15
C: -0.05917 -7.98061 -1.07962  -0.85
C: 0.01720 -0.16075 -2.24624  0.94
C: 1.51877 6.93329 1.64650  -0.75
C: 3.99372 -0.55018 -1.50216  -0.97
C: 0.12550 -0.03028 2.83756  2.08
H: 1.47542 0.88926 1.41490  0.24
H: 1.55625 -3.17567 3.70726  0.42
H: -2.67312 2.30406 1.70113  -0.04
H: -0.35467 -5.15664 -0.68714  0.19
H: -1.16926 -0.27367 4.63829  0.40
H: 0.88852 4.29172 1.05178  0.05
H: -3.13327 -1.34253 2.14774  0.37
H: 2.74257 -4.31189 -1.48894  0.51
H: 3.52052 0.32813 -1.05552  0.28
H: 0.22890 -2.76055 -2.19459  0.10
H: 0.07724 -2.76854 4.52163  0.45
H: 3.31860 -2.50689 0.14169  0.63
H: 1.67381 1.42253 3.14858  0.46
H: -2.19993 -1.86404 -0.24211  0.44
H: -0.57097 -2.39012 -0.14252  -0.22
H: 0.40626 6.25093 0.15742  0.16
H: -2.38588 2.83671 0.08632  -0.05
H: -3.24378 5.38280 -0.15788  0.54
H: 4.65026 -0.35193 -2.34028  0.29
H: -0.73572 -3.88271 2.71116  0.44
H: 4.61583 -0.86628 -0.65746  0.39
H: 1.58315 7.70185 2.41643  0.34
H: -0.62705 -8.49635 -1.85651  0.32
H: 0.70240 -8.71403 -0.79741  0.30
H: -0.19375 1.12904 4.60607  0.53
H: 0.52719 -3.32089 1.62075  -0.28
H: 2.42484 3.81141 1.92078  0.32
H: -1.56407 5.17316 -0.34316  0.22
H: 1.21399 -5.29045 -3.28747  0.43
H: -1.59772 1.14726 3.57890  0.07
H: -0.73612 6.25362 2.42322  0.34
H: 0.37732 1.95014 1.95599  0.38
H: -1.36349 1.30350 -3.22531  0.04
H: 1.86313 -1.66407 -0.07855  0.01
H: -3.07868 6.91966 1.68999  0.34
H: 1.52274 -0.82414 4.38100  0.46
H: 2.37787 7.04336 0.98282  0.41
H: -2.99976 -3.04799 2.26199  0.48
H: 2.06301 -1.11598 2.92607  0.58
H: -3.89890 3.28851 0.98383  0.45
H: 0.20919 1.82108 -2.65989  0.45
H: -0.27656 -4.50523 -3.43592  0.54
H: -1.04270 1.61298 -1.46957  -0.29
H: -1.15822 -5.93360 -2.07540  0.47
H: 1.45691 -4.20356 -0.38214  0.57
H: 1.03549 -0.17218 -1.83275  -0.24
H: -0.03196 7.99111 0.33261  0.44
H: -1.87058 -3.50868 0.26666  0.52
H: -2.43693 -1.94204 3.63520  0.33
H: -0.62054 -7.91727 -0.14282  0.33
H: -1.08775 0.63026 0.46123  0.00
H: -2.27993 7.46680 0.22347  0.40
H: 2.41827 4.77068 0.48884  0.35
H: -0.39122 -0.68532 -1.36739  -0.46

Atoms 1-3, force components in eV/Å:
V -3.2 1.3 6.0
V 3.8 -1.6 3.0
V 2.7 -0.6 2.7

=====

(4)
ORCA calculation (wB97M-V/def2-TZVPD) on the molecule C5H8O2.

SMILES: C[C@H]1OC12COC2
E_HOMO in Ha: -0.3645
Net charge: 0

Last column: Mulliken charge in e.
Atoms and positions in Å:
O: -0.98011 -0.57402 -0.64153  -0.53
O: 1.84176 -1.63498 0.20432  -0.42
C: 0.14227 -0.41068 0.18105  0.65
C: 1.58375 -0.30524 -0.28104  -0.45
C: -1.18708 1.76377 -0.54932  -1.23
C: 0.54312 -1.73331 0.81702  -0.49
C: -1.00085 0.50865 0.29168  0.10
H: -1.84350 2.49445 -0.07954  0.33
H: 0.57517 -1.85330 1.90416  0.25
H: -1.67632 1.42631 -1.47532  0.28
H: -1.61036 0.36585 1.19442  0.41
H: -0.07155 -2.52348 0.36412  0.26
H: 2.18265 0.42676 0.28074  0.22
H: 1.74927 -0.18376 -1.35511  0.32
H: -0.24821 2.23300 -0.85566  0.32

Atoms 1-3, force components in eV/Å:
O -0.2 -0.5 -0.3
O 0.2 -0.1 0.1
C 0.1 -0.1 0.0

=====

(5)
ORCA calculation (wB97M-V/def2-TZVPD) on a structure of composition C43H51N9O6 in a non-equilibrium geometry.

E_HOMO in Ha: -0.2597
Net charge: 0

Last column: Mulliken charge in e.
Atoms and positions in Å:
O: -0.59759 4.19776 -6.85181  -0.55
O: -0.79954 -1.46871 -2.66113  -0.38
O: -2.24499 -1.34028 -4.31429  -0.70
O: -1.69244 2.39633 -7.45238  -0.62
O: 6.10246 1.45700 1.00098  -0.63
O: 5.03387 1.97390 2.85589  -0.63
N: 1.01579 4.39131 -2.97199  -1.09
N: -1.00179 3.04679 -6.62961  0.92
N: 0.78550 -1.31720 0.19494  2.18
N: 0.84404 3.28918 -2.31187  0.21
N: 0.32274 2.36833 -3.17846  0.68
N: -1.37564 -0.70957 -0.04716  1.44
N: -1.31915 -0.86820 -3.62886  0.97
N: 5.08688 1.87419 1.61107  1.13
N: 0.53376 4.29637 -4.22902  -0.37
C: -2.37384 1.46593 3.02894  -1.10
C: 1.92415 -0.66432 4.62323  -2.44
C: -2.36917 0.07358 0.63852  -1.14
C: 4.36777 -1.60561 -2.31948  -1.82
C: -2.14017 2.15298 1.83824  -0.58
C: 0.04784 3.05076 -4.37074  0.85
C: -0.05543 -0.27007 -0.15477  -0.29
C: -0.02122 1.05653 -2.94651  -0.11
C: -2.70590 3.86982 -0.47833  -1.50
C: 3.99537 1.71617 -0.50736  -1.17
C: -3.06138 2.35976 -0.51579  2.77
C: -0.01713 -2.46689 0.26801  -1.50
C: 0.31015 0.88293 -0.95020  0.17
C: -5.13958 -1.51491 2.74807  -1.82
C: -2.35977 1.53537 0.59997  0.24
C: 3.93878 2.16606 0.82274  -0.62
C: -0.69049 2.36153 -5.38901  -0.59
C: 1.35797 -1.13342 3.27022  2.37
C: 4.54109 -1.71967 0.48275  -0.19
C: 1.54392 2.11213 0.84735  -0.28
C: -0.76409 0.43300 -3.95117  0.17
C: 2.15444 -1.34436 0.73912  -0.89
C: 2.72677 2.47729 1.47425  -0.76
C: -4.49277 -2.14014 0.46297  -1.65
C: -3.92491 -1.76932 1.83362  1.83
C: 0.83635 -2.55938 3.45795  -1.47
C: 1.97761 -1.97884 -2.27630  -1.43
C: 4.79470 -1.15022 1.71195  -1.57
C: 3.46402 -3.79748 -1.47379  -1.84
C: 3.71371 -0.82195 2.51900  0.28
C: 2.40364 -1.08390 2.12421  0.03
C: -3.17167 -2.92622 2.50131  -1.36
C: -3.02633 -0.51743 1.78101  0.75
C: -4.57698 2.18514 -0.28919  -1.68
C: 0.23064 -0.17568 2.97970  -1.29
C: 1.59767 1.47280 -0.40355  0.67
C: 3.24763 -1.74462 -0.06194  0.12
C: -2.84495 0.15318 2.99628  -0.22
C: -1.09622 1.05309 -5.17720  -0.82
C: 3.24108 -2.28069 -1.51635  2.20
C: 2.79714 1.36476 -1.12219  0.51
C: -1.29567 -2.10438 0.11136  -1.43
C: -2.75344 1.83294 -1.90782  -1.01
H: -5.38812 -1.54420 0.25605  0.37
H: -3.81493 -1.96243 -0.36958  0.35
H: 0.55892 2.28374 1.30157  0.66
H: -5.15190 2.73657 -1.04577  0.60
H: 2.11200 -2.24270 -3.33483  0.69
H: -3.57556 2.10883 -2.58325  0.68
H: -4.85114 -1.36658 3.79487  0.40
H: -0.52979 1.57834 -0.82839  -0.21
H: -3.61772 4.47142 -0.58303  0.43
H: -3.79719 -3.82832 2.47570  0.52
H: -2.94514 -2.68432 3.54739  0.28
H: -4.85283 1.12491 -0.35299  0.34
H: -0.43716 -0.10538 3.84613  1.05
H: -2.22372 -3.15007 2.00909  0.24
H: 0.61741 0.82631 2.76365  0.01
H: -4.77536 -3.19760 0.47224  0.38
H: 2.71351 -1.32498 5.00251  0.51
H: -0.37862 -0.46938 2.12749  -0.38
H: 1.12039 -0.66434 5.37310  0.39
H: -2.03970 4.15634 -1.30009  0.25
H: -4.88764 2.55375 0.69494  0.35
H: 4.32798 -0.51681 -2.18178  0.31
H: -2.20972 4.21352 0.43131  0.15
H: 0.40791 -2.95956 2.53476  0.01
H: -2.63295 0.74326 -1.93341  -0.14
H: 0.56803 0.43430 -2.19032  -2.11
H: 1.74782 -0.90651 -2.22618  0.03
H: -5.80225 -2.39001 2.71219  0.44
H: 5.81417 -1.02343 2.07654  0.39
H: 3.93208 -0.42307 3.50678  0.47
H: -1.63238 0.49921 -5.94104  0.62
H: -1.89037 3.21200 1.91445  0.18
H: -5.70809 -0.63606 2.42072  0.41
H: 0.06196 -2.57882 4.23721  0.39
H: 1.65752 -3.22019 3.76765  0.44
H: -3.10140 -0.34237 3.93924  0.35
H: -2.27143 1.98594 3.98285  0.43
H: 1.12238 -2.54816 -1.91920  0.16
H: 2.64645 -4.28940 -0.93173  0.31
H: 4.95655 1.56004 -0.98736  0.43
H: 2.77084 2.92912 2.46026  0.45
H: 0.39165 -3.45252 0.44458  0.60
H: 5.39376 -2.09612 -0.08671  0.35
H: 5.36454 -1.95543 -2.03366  0.43
H: 3.48894 -4.20594 -2.49163  0.47
H: -1.85921 2.31161 -2.31502  -0.21
H: 2.30796 0.36392 4.56445  0.42
H: 4.40543 -4.05553 -0.97530  0.34
H: 2.79161 1.00380 -2.15910  1.02
H: -2.16563 -2.73619 0.06658  1.52
H: 4.23485 -1.81399 -3.38936  0.44

Atoms 1-3, force components in eV/Å:
O -0.5 -2.1 1.0
O -1.0 1.1 -1.6
O 1.5 1.1 1.0

=====

(6)
ORCA calculation (wB97M-V/def2-TZVPD) on the molecule C15H20N6O3S in a non-equilibrium geometry.

SMILES: CCCn1nnnc1SCC(=O)N1CCN(C(=O)c2ccco2)CC1
E_HOMO in Ha: -0.3245
Net charge: 0

Last column: Mulliken charge in e.
Atoms and positions in Å:
S: -2.39643 1.88382 -1.03629  -0.25
O: 4.15744 1.50342 -1.77962  -0.68
O: -1.42015 0.37914 2.02329  -0.67
O: 5.68025 -0.82161 -1.06851  -0.31
N: -2.94766 -0.72302 -0.30789  0.95
N: -2.39941 -1.91824 -0.46815  -0.27
N: -1.16091 -0.51485 -1.50788  -0.11
N: 2.43797 0.48771 -0.74011  0.06
N: -1.35638 -1.78101 -1.17903  -0.74
N: 0.27415 1.29435 0.85528  0.09
C: -1.97887 2.26887 0.71445  -1.12
C: 1.82778 -0.46071 0.15697  -0.69
C: -2.15079 0.15640 -0.96267  0.36
C: 4.70653 -0.26468 -0.32278  0.14
C: 0.85681 2.21636 -0.09717  -0.64
C: -4.12076 -0.47989 0.48267  -0.61
C: 6.49160 -1.48816 -0.24271  -0.50
C: 1.47787 1.43402 -1.26240  -0.92
C: 6.07564 -1.36359 1.04832  -0.52
C: -1.00538 1.23458 1.25776  0.82
C: 3.75516 0.64888 -1.01161  0.86
C: 1.21383 0.29847 1.33926  -0.77
C: -5.15404 -1.58309 0.27290  -0.62
C: 4.91241 -0.56318 1.00046  -0.25
C: -5.69885 -1.58583 -1.15039  -1.10
H: 6.53305 -1.78239 1.92079  0.44
H: -4.68797 -2.54436 0.49181  0.35
H: -3.81085 -0.43475 1.53281  0.21
H: -1.58718 3.28341 0.72441  0.60
H: -4.90502 -1.78409 -1.86723  0.31
H: -5.96742 -1.42358 0.98192  0.40
H: 1.64209 2.78890 0.41167  0.30
H: 2.00228 0.80964 1.90305  0.36
H: 2.55868 -1.18609 0.50877  0.60
H: 7.31838 -2.01141 -0.68064  0.48
H: 0.67363 -0.38088 2.00013  0.35
H: -2.89129 2.22304 1.30969  0.47
H: -6.15365 -0.62702 -1.39271  0.29
H: 0.11301 2.90565 -0.48819  0.40
H: 1.99943 2.11201 -1.93905  0.46
H: -4.52432 0.49178 0.18083  0.38
H: -6.45207 -2.36069 -1.26202  0.36
H: 4.32914 -0.23845 1.83828  0.44
H: 1.03661 -0.98889 -0.38663  0.09
H: 0.69565 0.89000 -1.80185  0.24

Atoms 1-3, force components in eV/Å:
S 0.1 0.0 0.1
O 0.3 0.0 -0.1
O -0.2 -0.1 0.2